[1]
Computed, not measured: C29H45Cl2Sn as an isolated structure at a distorted geometry, with wB97M-V/def2-TZVPD.

Properties
HOMO-LUMO gap (eV): 4.829
Lowest unoccupied orbital energy (eV): 2.5
Calculated total energy (eV): -61678.89286
HOMO energy (eV): -2.4

```
! RIJCOSX wB97M-V def2-TZVPD def2/J DEFGRID3
* xyz -1 1
C -0.230 -1.432 -5.643
C 0.106 0.058 -5.720
C 0.646 0.615 -4.399
C 1.218 2.031 -4.498
Sn 3.386 2.062 -4.886
C 4.100 1.381 -2.938
C 3.509 2.222 -1.791
C 4.531 3.087 -1.061
C 3.911 3.893 0.081
C 4.440 1.008 -6.489
C 5.974 1.030 -6.369
C 6.647 -0.344 -6.145
C 6.276 -1.064 -4.852
C 4.101 4.123 -5.106
C 3.042 5.185 -5.445
C 3.231 5.805 -6.830
C 2.141 6.817 -7.168
H 2.026 4.767 -5.354
H -0.601 -1.777 -6.612
H 0.672 -2.017 -5.434
H -0.969 -1.647 -4.862
H 0.852 0.214 -6.516
H -0.775 0.646 -6.012
H -0.144 0.586 -3.581
H 1.417 -0.066 -4.012
H 0.739 2.662 -5.258
H 1.138 2.542 -3.528
H 3.770 0.335 -2.877
H 5.197 1.405 -2.966
H 2.702 2.872 -2.165
H 3.013 1.549 -1.072
H 5.324 2.439 -0.665
H 5.013 3.774 -1.770
H 4.672 4.514 0.566
H 3.111 4.556 -0.274
H 3.485 3.233 0.847
H 4.021 -0.003 -6.535
H 4.113 1.569 -7.374
H 6.388 1.441 -7.307
H 6.299 1.723 -5.573
H 6.409 -0.989 -7.003
H 7.735 -0.184 -6.163
H 6.870 -1.981 -4.773
H 6.487 -0.460 -3.962
H 5.222 -1.359 -4.835
H 4.588 4.332 -4.143
H 4.878 4.042 -5.878
H 3.109 5.985 -4.690
H 4.211 6.297 -6.858
H 3.251 5.016 -7.592
H 2.337 7.272 -8.141
H 1.156 6.341 -7.217
H 2.098 7.618 -6.424
Cl -1.273 -5.417 -0.108
C -1.153 -3.806 -0.665
C -2.214 -3.244 -1.386
C -2.123 -1.940 -1.847
C -0.998 -1.124 -1.547
C -1.096 0.263 -1.936
C -0.803 1.412 -1.126
C -1.620 2.565 -1.314
C -1.398 3.727 -0.591
C -0.274 3.821 0.242
Cl 0.125 5.322 0.966
C 0.513 2.686 0.490
C 0.238 1.479 -0.159
C 0.107 -1.739 -0.897
C -0.009 -3.039 -0.389
H -3.103 -3.837 -1.558
H -2.960 -1.492 -2.381
H -1.876 0.449 -2.682
H -2.470 2.503 -1.994
H -2.067 4.575 -0.668
H 1.335 2.765 1.199
H 0.804 0.583 0.109
H 1.044 -1.185 -0.789
H 0.779 -3.479 0.223
*
```

Formally, the Mulliken partial charges of the atoms, in units of the elementary charge, are as follows: atom 1 (C): -1.210, atom 2 (C): -0.439, atom 3 (C): 1.705, atom 4 (C): -1.477, atom 5 (Sn): 0.857, atom 6 (C): -1.279, atom 7 (C): 0.527, atom 8 (C): -0.672, atom 9 (C): -1.176, atom 10 (C): -1.229, atom 11 (C): -0.273, atom 12 (C): -0.697, atom 13 (C): -0.873, atom 14 (C): -1.276, atom 15 (C): -0.275, atom 16 (C): -0.334, atom 17 (C): -1.331, atom 18 (H): 0.145, atom 19 (H): 0.409, atom 20 (H): 0.288, atom 21 (H): 0.214, atom 22 (H): 0.202, atom 23 (H): 0.328, atom 24 (H): -1.413, atom 25 (H): 0.221, atom 26 (H): 0.583, atom 27 (H): 0.432, atom 28 (H): 0.483, atom 29 (H): 0.512, atom 30 (H): -0.017, atom 31 (H): -0.060, atom 32 (H): 0.385, atom 33 (H): 0.243, atom 34 (H): 0.437, atom 35 (H): 0.284, atom 36 (H): 0.192, atom 37 (H): 0.429, atom 38 (H): 0.448, atom 39 (H): 0.309, atom 40 (H): 0.291, atom 41 (H): 0.291, atom 42 (H): 0.355, atom 43 (H): 0.378, atom 44 (H): 0.210, atom 45 (H): 0.197, atom 46 (H): 0.301, atom 47 (H): 0.492, atom 48 (H): 0.346, atom 49 (H): 0.321, atom 50 (H): 0.264, atom 51 (H): 0.385, atom 52 (H): 0.310, atom 53 (H): 0.313, atom 54 (Cl): -0.280, atom 55 (C): 0.422, atom 56 (C): -0.693, atom 57 (C): -0.397, atom 58 (C): 1.048, atom 59 (C): -2.300, atom 60 (C): 1.532, atom 61 (C): -0.629, atom 62 (C): -0.657, atom 63 (C): 0.079, atom 64 (Cl): -0.294, atom 65 (C): -0.698, atom 66 (C): -0.556, atom 67 (C): 0.002, atom 68 (C): -0.920, atom 69 (H): 0.364, atom 70 (H): 0.314, atom 71 (H): 0.341, atom 72 (H): 0.284, atom 73 (H): 0.402, atom 74 (H): 0.603, atom 75 (H): 0.235, atom 76 (H): 0.383, atom 77 (H): 0.363

[2]
Computed, not measured: C29H45ClGdN4O2P2Si as an isolated structure at a distorted geometry, with wB97M-V/def2-TZVPD.

Properties
HOMO-LUMO gap (alpha / beta) (eV): 7.000 / 7.473
Lowest unoccupied orbital energy (alpha / beta) (eV): -3.9 / -3.5
Calculated total energy (eV): -100671.13468
HOMO energy (alpha / beta) (eV): -10.9 / -10.9

```
! RIJCOSX wB97M-V def2-TZVPD def2/J DEFGRID3
* xyz 1 8
Gd -0.563 -0.497 -1.390
C -2.655 -4.006 -0.853
C -3.344 -2.681 -0.678
C -4.662 -2.624 -0.292
C -5.258 -1.374 -0.112
C -4.542 -0.231 -0.360
C -3.209 -0.328 -0.804
N -2.618 -1.562 -0.897
N -2.430 0.738 -1.155
Si -3.097 1.941 -2.249
C -4.196 3.244 -1.474
C -1.606 2.787 -3.013
C -4.034 1.009 -3.582
H -3.313 -4.702 -1.372
H -2.411 -4.445 0.117
H -1.740 -3.899 -1.429
H -5.215 -3.539 -0.132
H -6.287 -1.304 0.218
H -4.974 0.752 -0.234
H -3.722 3.721 -0.613
H -5.159 2.841 -1.152
H -4.400 4.021 -2.215
H -1.083 3.435 -2.306
H -1.936 3.419 -3.844
H -0.903 2.062 -3.432
H -4.939 0.543 -3.185
H -3.405 0.217 -3.998
H -4.330 1.666 -4.403
C -1.309 0.851 2.616
P -0.298 -0.203 1.527
C 1.403 0.300 2.018
N 1.581 0.673 3.290
C 2.838 0.896 3.707
C 3.080 1.272 5.047
C 4.391 1.458 5.500
C 5.464 1.273 4.643
C 5.251 0.907 3.309
C 3.939 0.719 2.823
N 3.738 0.416 1.530
C 2.478 0.247 1.116
P 2.203 0.063 -0.697
C 3.741 -0.768 -1.215
C 2.395 1.847 -1.282
C 1.237 2.619 -0.640
C 3.731 2.487 -0.917
C 2.242 1.849 -2.808
C -0.416 -1.920 2.300
C 0.335 -2.077 3.620
C 0.163 -2.883 1.258
C -1.903 -2.223 2.519
H -1.009 0.732 3.654
H -2.361 0.599 2.484
H -1.168 1.891 2.319
H 2.230 1.392 5.706
H 4.570 1.745 6.528
H 6.471 1.418 5.009
H 6.076 0.776 2.621
H 4.580 -0.333 -0.678
H 3.876 -0.657 -2.290
H 3.671 -1.831 -0.981
H 1.355 2.694 0.443
H 0.268 2.147 -0.845
H 1.193 3.633 -1.044
H 3.931 2.457 0.152
H 3.718 3.534 -1.232
H 4.556 1.996 -1.436
H 1.315 1.385 -3.141
H 3.071 1.329 -3.294
H 2.244 2.878 -3.174
H 1.414 -2.130 3.462
H 0.020 -3.009 4.096
H 0.134 -1.259 4.310
H 1.171 -2.586 0.951
H -0.488 -2.933 0.380
H 0.232 -3.893 1.670
H -2.297 -1.673 3.375
H -2.030 -3.289 2.723
H -2.506 -1.973 1.644
Cl 0.731 -2.875 -2.154
C 1.005 -2.588 -3.906
C 0.543 -1.184 -4.338
O 0.816 -0.837 -5.454
O -0.102 -0.513 -3.426
H 0.450 -3.339 -4.460
H 2.065 -2.706 -4.101
*
```

Formally, the Mulliken partial charges of the atoms, in units of the elementary charge, are as follows: atom 1 (Gd): 0.186, atom 2 (C): -1.495, atom 3 (C): 0.601, atom 4 (C): -0.691, atom 5 (C): -0.514, atom 6 (C): -0.776, atom 7 (C): 0.276, atom 8 (N): 0.443, atom 9 (N): 0.505, atom 10 (Si): -0.138, atom 11 (C): -1.164, atom 12 (C): -0.804, atom 13 (C): -1.009, atom 14 (H): 0.550, atom 15 (H): 0.192, atom 16 (H): 0.130, atom 17 (H): 0.492, atom 18 (H): 0.486, atom 19 (H): 0.416, atom 20 (H): 0.333, atom 21 (H): 0.356, atom 22 (H): 0.368, atom 23 (H): 0.191, atom 24 (H): 0.545, atom 25 (H): 0.137, atom 26 (H): 0.323, atom 27 (H): 0.268, atom 28 (H): 0.431, atom 29 (C): -1.674, atom 30 (P): 1.415, atom 31 (C): -0.158, atom 32 (N): -0.259, atom 33 (C): 0.195, atom 34 (C): -0.431, atom 35 (C): -0.605, atom 36 (C): -0.596, atom 37 (C): -0.400, atom 38 (C): 0.137, atom 39 (N): -0.222, atom 40 (C): -0.361, atom 41 (P): 1.319, atom 42 (C): -1.567, atom 43 (C): 1.778, atom 44 (C): -1.639, atom 45 (C): -1.763, atom 46 (C): -1.721, atom 47 (C): 2.126, atom 48 (C): -2.015, atom 49 (C): -1.084, atom 50 (C): -2.099, atom 51 (H): 0.429, atom 52 (H): 0.396, atom 53 (H): 0.424, atom 54 (H): 0.473, atom 55 (H): 0.415, atom 56 (H): 0.416, atom 57 (H): 0.467, atom 58 (H): 0.469, atom 59 (H): 0.401, atom 60 (H): 0.408, atom 61 (H): 0.191, atom 62 (H): 0.200, atom 63 (H): 0.616, atom 64 (H): 0.344, atom 65 (H): 0.496, atom 66 (H): 0.368, atom 67 (H): 0.107, atom 68 (H): 0.350, atom 69 (H): 0.517, atom 70 (H): 0.382, atom 71 (H): 0.552, atom 72 (H): 0.319, atom 73 (H): 0.093, atom 74 (H): -0.348, atom 75 (H): 0.636, atom 76 (H): 0.387, atom 77 (H): 0.530, atom 78 (H): 0.354, atom 79 (Cl): -0.059, atom 80 (C): -0.479, atom 81 (C): 0.458, atom 82 (O): -0.593, atom 83 (O): -0.471, atom 84 (H): 0.364, atom 85 (H): 0.377

[3]
Computed, not measured: C29H45CrN6O4Si as an isolated structure at a distorted geometry, with wB97M-V/def2-TZVPD.

Properties
HOMO-LUMO gap (alpha / beta) (eV): 6.885 / 6.547
Lowest unoccupied orbital energy (alpha / beta) (eV): -0.1 / -0.1
Calculated total energy (eV): -84235.02599
HOMO energy (alpha / beta) (eV): -7.0 / -6.7
Relative energy (zero: lowest compared OMol25 entry of this formula, charge and spin) (kcal/mol): 15.6

```
! RIJCOSX wB97M-V def2-TZVPD def2/J DEFGRID3
* xyz 0 2
Cr 0.613 0.338 0.209
O 0.719 0.642 -1.645
C 1.766 0.579 -2.414
C 1.613 0.776 -3.802
C 2.658 0.631 -4.683
C 3.924 0.290 -4.210
C 4.123 0.134 -2.859
C 3.082 0.280 -1.921
C 3.394 0.168 -0.538
N 2.514 0.215 0.430
N 2.953 0.201 1.700
C 1.946 0.338 2.536
O 0.735 0.406 2.087
C 2.151 0.377 3.985
C 1.037 0.563 4.808
C 1.155 0.533 6.182
C 2.394 0.321 6.767
C 3.512 0.168 5.958
C 3.398 0.191 4.581
H 0.617 1.000 -4.162
H 2.493 0.766 -5.743
H 4.741 0.166 -4.905
H 5.107 -0.115 -2.486
H 4.443 0.059 -0.263
H 0.070 0.716 4.353
H 0.275 0.660 6.796
H 2.484 0.268 7.843
H 4.482 0.019 6.409
H 4.264 0.048 3.954
N -1.569 0.969 0.401
C -1.914 2.256 -0.204
C -3.073 2.905 0.581
C -3.549 4.291 0.137
C -4.008 4.359 -1.323
N -2.844 4.239 -2.165
C -2.787 3.742 -3.359
N -1.574 3.594 -3.925
N -3.872 3.347 -4.073
C -0.628 3.144 -0.242
O -0.698 4.224 -0.915
O 0.363 2.762 0.353
H -2.309 0.291 0.240
H -1.480 1.097 1.410
H -2.210 2.060 -1.240
H -2.756 2.991 1.624
H -3.924 2.215 0.546
H -2.749 5.018 0.278
H -4.382 4.585 0.779
H -4.493 5.327 -1.502
H -4.738 3.563 -1.523
H -1.791 4.332 -1.558
H -0.765 3.714 -3.334
H -1.461 3.062 -4.769
H -4.786 3.649 -3.788
H -3.757 3.103 -5.041
C 2.218 -2.850 0.329
Si 0.427 -2.121 0.167
C -0.485 -2.955 1.736
C 0.258 -2.549 3.008
C -1.921 -2.448 1.861
C -0.521 -4.484 1.707
C -0.237 -2.897 -1.541
C 0.721 -2.526 -2.671
C -1.601 -2.299 -1.879
C -0.347 -4.420 -1.545
H 2.245 -3.925 0.487
H 2.726 -2.393 1.173
H 2.808 -2.625 -0.555
H 0.242 -1.475 3.138
H 1.293 -2.873 2.981
H -0.210 -2.995 3.885
H -1.925 -1.364 1.956
H -2.404 -2.869 2.744
H -2.512 -2.733 0.994
H 0.457 -4.897 1.488
H -1.222 -4.850 0.965
H -0.839 -4.869 2.676
H 0.780 -1.454 -2.792
H 0.376 -2.945 -3.618
H 1.721 -2.902 -2.485
H -1.531 -1.211 -1.903
H -2.343 -2.588 -1.139
H -1.950 -2.646 -2.852
H 0.539 -4.873 -1.116
H -0.459 -4.787 -2.566
H -1.212 -4.758 -0.989
*
```

Formally, the Mulliken partial charges of the atoms, in units of the elementary charge, are as follows: atom 1 (Cr): -0.292, atom 2 (O): -0.486, atom 3 (C): 0.005, atom 4 (C): -0.246, atom 5 (C): -0.481, atom 6 (C): -0.838, atom 7 (C): -0.969, atom 8 (C): 1.149, atom 9 (C): -1.103, atom 10 (N): 1.332, atom 11 (N): -1.256, atom 12 (C): 0.287, atom 13 (O): -0.110, atom 14 (C): 0.413, atom 15 (C): -0.166, atom 16 (C): -0.863, atom 17 (C): -0.404, atom 18 (C): -0.684, atom 19 (C): -0.352, atom 20 (H): 0.401, atom 21 (H): 0.416, atom 22 (H): 0.399, atom 23 (H): 0.396, atom 24 (H): 0.238, atom 25 (H): 0.351, atom 26 (H): 0.402, atom 27 (H): 0.393, atom 28 (H): 0.396, atom 29 (H): 0.475, atom 30 (N): -0.365, atom 31 (C): 0.152, atom 32 (C): -0.709, atom 33 (C): -1.229, atom 34 (C): -0.815, atom 35 (N): -0.206, atom 36 (C): 0.749, atom 37 (N): -0.408, atom 38 (N): -0.431, atom 39 (C): 0.418, atom 40 (O): -0.872, atom 41 (O): -0.300, atom 42 (H): 0.349, atom 43 (H): 0.163, atom 44 (H): 0.169, atom 45 (H): 0.413, atom 46 (H): 0.419, atom 47 (H): 0.374, atom 48 (H): 0.474, atom 49 (H): 0.371, atom 50 (H): 0.482, atom 51 (H): 0.250, atom 52 (H): 0.250, atom 53 (H): 0.211, atom 54 (H): 0.212, atom 55 (H): 0.204, atom 56 (C): -1.910, atom 57 (Si): 1.548, atom 58 (C): 2.376, atom 59 (C): -1.921, atom 60 (C): -1.739, atom 61 (C): -2.000, atom 62 (C): 2.505, atom 63 (C): -1.832, atom 64 (C): -1.758, atom 65 (C): -2.012, atom 66 (H): 0.514, atom 67 (H): 0.431, atom 68 (H): 0.370, atom 69 (H): -0.020, atom 70 (H): 0.379, atom 71 (H): 0.643, atom 72 (H): 0.078, atom 73 (H): 0.492, atom 74 (H): 0.331, atom 75 (H): 0.284, atom 76 (H): 0.383, atom 77 (H): 0.522, atom 78 (H): 0.157, atom 79 (H): 0.661, atom 80 (H): 0.385, atom 81 (H): 0.023, atom 82 (H): 0.301, atom 83 (H): 0.480, atom 84 (H): 0.307, atom 85 (H): 0.531, atom 86 (H): 0.360